153
Properties=species:S:1:pos:R:3:forces:R:3 method="wB97M-V/def2-TZVPD" homo_ev=-10.41 total_charge=+1 multiplicity=1 energy_ev=-98462.9797
H 0.674 -2.851 12.354 -0.019 0.028 0.029
H 5.180 -1.538 0.358 0.120 0.042 -0.044
H 1.090 -2.193 10.759 0.011 -0.042 0.003
O -2.601 -2.323 8.015 -0.050 0.005 0.168
H -1.884 0.772 9.017 0.048 -0.002 0.012
H -4.016 6.606 -5.101 -0.005 0.068 0.122
C -3.868 10.237 -3.328 -0.083 0.055 -0.052
H -2.707 7.086 -6.184 -0.025 -0.033 -0.007
H -4.170 8.919 -5.964 0.065 0.053 -0.038
C 5.399 -1.252 -0.677 -0.100 -0.050 0.002
H 1.933 -1.284 0.383 -0.067 -0.125 -0.041
O 4.345 1.402 -4.187 0.053 0.115 -0.119
H -4.333 1.488 0.680 -0.470 0.023 0.309
C 1.166 -0.366 2.213 -0.096 -0.004 0.042
H -0.826 -0.071 0.617 0.158 -0.028 -0.037
C -2.954 -1.203 -0.530 -0.089 -0.621 -0.274
C -1.984 -0.340 -1.403 -0.471 0.180 0.019
H -0.291 -1.812 -4.288 -0.099 -0.023 -0.203
H 0.535 -2.060 1.157 0.139 -0.558 -0.159
C 2.232 -5.659 -0.085 0.106 -0.019 0.241
H -3.719 -0.016 -2.622 0.085 0.028 0.022
H -2.824 7.654 -2.514 -0.115 -0.039 -0.089
H -5.428 -1.067 3.341 -0.001 -0.054 -0.084
O -4.201 8.997 -3.908 0.157 -0.147 0.146
C -2.398 6.733 -2.918 0.026 0.061 0.125
H -1.424 6.582 -2.443 -0.003 0.040 0.021
C 0.007 -4.489 0.478 0.253 0.085 -0.040
C 5.400 2.672 -6.788 0.002 0.124 0.021
H -4.651 -2.337 7.671 0.009 0.013 0.009
N 1.834 -1.231 -2.259 -0.300 0.149 -0.220
H 8.225 0.369 -7.295 -0.006 -0.014 0.006
C -3.517 8.700 -5.109 -0.125 0.128 -0.100
C 4.603 0.400 -6.392 0.072 -0.124 0.001
C -3.132 7.241 -5.190 -0.064 -0.030 -0.108
H 2.045 -6.715 0.133 -0.091 0.069 -0.191
C 4.099 -4.016 -0.581 0.061 0.195 0.106
C 3.735 -5.382 0.004 -0.190 0.276 0.107
H 1.399 -5.336 1.884 0.027 0.042 -0.099
H -5.586 -1.637 1.688 -0.004 0.046 0.086
C -2.531 -0.911 7.939 0.039 -0.007 -0.162
C 1.443 -4.809 0.924 -0.195 0.022 0.009
H -0.518 -5.431 0.307 -0.096 0.163 0.100
H 4.119 -0.363 -7.008 0.032 -0.022 0.001
O -2.105 6.843 -4.298 0.134 -0.057 -0.053
H -1.841 -0.628 7.130 -0.065 0.058 -0.041
H -1.442 -3.513 3.658 -0.027 0.065 0.065
C -0.914 1.913 -3.337 -0.012 0.048 -0.022
H -3.835 -3.908 7.769 0.042 -0.014 -0.014
C -2.000 -2.080 11.812 0.035 -0.159 0.128
H -1.707 -1.292 12.514 0.013 0.038 -0.039
C -2.011 -0.295 9.219 0.114 0.062 -0.017
H -2.919 1.718 -4.041 -0.034 0.056 0.113
H 5.599 0.035 -6.131 0.002 0.120 0.078
H -2.951 -3.972 1.624 -0.059 0.112 0.122
F -2.900 2.298 -2.111 0.045 -0.055 -0.002
H 0.361 -1.137 11.986 0.006 0.006 -0.013
H 4.037 3.038 -3.042 0.002 -0.017 0.036
N -2.139 -2.425 -0.052 -0.634 0.592 0.112
H 6.974 -2.373 -1.628 -0.075 -0.074 -0.047
O -0.893 -2.490 11.032 -0.024 0.206 -0.166
H -0.489 -3.964 1.304 -0.029 -0.022 -0.041
C -1.039 -2.545 -1.070 0.310 0.011 -0.269
O -2.908 -0.346 10.307 -0.088 0.106 0.017
C 5.893 -2.460 -1.493 0.159 0.044 0.076
H -3.712 -1.630 -1.196 0.048 0.089 0.028
C -3.245 5.539 -2.546 -0.064 -0.042 0.153
H 6.148 -0.459 -0.644 -0.104 -0.020 -0.057
H -3.516 -0.488 7.710 -0.019 -0.022 0.040
C 6.900 2.501 -6.844 0.166 0.115 0.037
C -1.302 -2.483 4.008 0.129 0.002 0.293
C -3.739 -2.885 7.411 0.057 -0.034 -0.115
H -0.866 2.998 -3.457 -0.032 -0.074 0.043
H -2.618 9.319 -5.205 0.026 -0.020 0.046
H -2.707 -1.289 2.471 -0.283 0.291 -0.159
H -4.636 -2.555 2.857 -0.044 0.031 -0.015
H -1.717 -2.184 0.858 0.215 -0.013 -0.057
C 0.014 -0.385 -0.026 -0.070 -0.081 0.024
H 4.478 -0.831 -1.089 0.064 -0.024 0.060
H -1.915 0.621 -0.882 0.305 -0.131 -0.120
H 3.635 -0.449 -4.707 -0.106 -0.032 -0.099
H -2.790 10.425 -3.377 0.002 -0.005 0.014
C 8.401 0.743 -6.281 0.082 0.069 0.036
H 0.988 -3.219 -0.959 -0.052 0.108 0.022
H -3.642 -2.907 6.316 -0.072 0.025 -0.013
H 2.146 -2.083 -2.729 0.184 -0.017 0.073
H -0.702 -2.509 4.923 -0.058 -0.045 -0.098
C -0.004 -3.656 -0.832 0.157 -0.126 0.134
H -3.455 -2.359 10.249 0.129 0.016 -0.035
H 7.191 2.164 -7.845 -0.030 -0.049 0.001
B -3.646 -0.375 0.643 -0.159 0.273 0.017
P -3.246 -3.853 0.261 0.182 -0.670 -0.270
H 2.223 -0.166 2.407 -0.117 -0.043 0.057
H -2.270 -2.036 4.258 0.072 -0.139 0.026
O -0.058 -0.991 -3.848 0.022 -0.145 0.254
C 5.592 -3.812 -0.840 -0.328 0.052 -0.033
C -3.602 -0.737 2.167 0.113 0.052 -0.009
H -3.978 -1.390 11.627 -0.026 -0.019 -0.024
C -0.612 -1.071 -1.282 0.004 0.201 0.160
H -0.156 -4.353 -1.662 0.041 0.149 0.043
H -6.062 4.795 -4.030 -0.024 -0.004 0.030
H 5.937 -4.621 -1.492 0.152 0.054 0.139
H 5.146 3.455 -7.505 -0.022 0.018 0.025
C -2.631 0.040 -2.745 -0.182 0.099 0.085
H 0.670 0.609 2.176 0.019 -0.059 -0.033
S -3.097 -5.412 -0.812 -0.078 0.175 0.013
H 4.299 -6.175 -0.494 -0.023 0.051 0.041
H -4.169 10.200 -2.282 -0.041 0.014 -0.004
H 3.770 -3.232 0.114 -0.085 -0.053 -0.169
H 2.761 0.923 -5.436 0.013 0.023 -0.009
O -0.674 -1.713 2.994 0.053 -0.043 -0.023
H -2.380 -0.634 -3.561 0.128 0.055 0.031
O -4.585 5.680 -2.974 0.056 0.098 -0.193
C 0.594 -1.170 3.377 0.187 0.196 0.138
O 7.361 1.596 -5.859 -0.198 -0.167 -0.040
C -2.354 1.495 -3.130 0.035 -0.216 -0.283
C 3.753 0.551 -5.152 -0.089 -0.096 0.215
C -3.141 -1.586 10.953 -0.082 -0.087 0.043
H -3.229 5.441 -1.451 0.076 -0.088 -0.007
H 5.458 -2.442 -2.500 0.029 0.022 0.093
B 0.394 -1.089 -2.551 0.165 0.030 0.182
H 6.126 -3.876 0.116 0.036 -0.104 -0.145
C 3.449 2.268 -3.537 -0.006 -0.037 0.037
H 1.897 -5.455 -1.108 -0.004 -0.113 0.056
H -3.597 0.193 2.747 0.075 -0.089 0.010
H -4.479 4.008 -4.197 -0.008 0.001 -0.009
F -1.715 -2.878 -2.245 -0.158 -0.012 0.080
H 1.278 -1.978 3.671 -0.131 -0.040 -0.154
H 1.974 -3.873 1.118 -0.043 0.041 -0.061
H 9.374 1.246 -6.255 -0.006 0.010 -0.043
H 3.546 -3.842 -1.517 0.061 -0.116 0.026
H 2.320 -0.503 -2.787 0.144 -0.021 0.058
H 2.853 1.748 -2.772 -0.023 0.004 -0.022
C -4.886 -1.545 2.525 0.032 -0.031 0.041
H -5.427 3.795 -2.704 0.041 -0.022 -0.005
C -5.159 4.506 -3.495 -0.042 -0.018 0.067
H 7.354 3.486 -6.675 0.031 0.003 -0.085
H 8.428 -0.103 -5.596 0.027 0.016 0.030
O 4.654 1.544 -7.216 -0.098 0.021 -0.111
H 5.089 3.013 -5.798 0.060 -0.117 0.030
H -0.525 1.458 -4.249 0.028 -0.039 0.137
H -2.800 4.634 -2.971 -0.013 0.009 -0.038
H 0.460 -0.527 4.255 0.000 -0.053 -0.053
H -0.276 1.643 -2.488 -0.052 -0.012 -0.056
C 0.979 -1.118 0.882 0.330 0.209 0.074
O -4.350 0.685 0.156 0.608 -0.187 -0.334
H 4.002 -5.381 1.070 0.212 -0.201 -0.172
H -4.392 11.067 -3.814 0.036 0.005 -0.026
H -1.031 -0.705 9.473 -0.075 -0.123 -0.004
C 0.364 -2.151 11.570 0.015 -0.098 0.055
H 0.483 0.549 -0.361 -0.123 -0.050 -0.004
H -4.461 -3.173 0.196 0.002 0.174 0.145
H -2.370 -2.933 12.397 0.007 0.047 0.076
H 2.765 2.748 -4.246 0.000 0.006 0.005